Molecular formula: C35H38Cl2NOSi
Method: DFT, ωB97M-V/def2-TZVPD

Structure (ORCA input):
```
! wB97M-V def2-TZVPD RIJCOSX def2/J DEFGRID3
* xyz 1 1
Cl -6.11 0.35 0.24
C -4.71 -0.12 1.10
C -4.61 -1.41 1.63
C -3.46 -1.81 2.30
C -2.34 -0.93 2.40
C -1.06 -1.42 2.79
C 0.16 -0.71 2.58
C 0.99 -1.10 1.56
C 2.24 -0.47 1.17
C 3.31 -1.27 0.71
C 4.52 -0.69 0.33
C 4.63 0.71 0.30
Cl 6.07 1.43 -0.29
C 3.57 1.52 0.75
C 2.40 0.94 1.22
C -2.51 0.42 1.96
C -3.66 0.80 1.27
H -5.44 -2.11 1.48
H -3.36 -2.82 2.69
H -0.99 -2.48 3.06
H 0.43 0.15 3.21
H 0.68 -1.94 0.93
H 3.19 -2.35 0.68
H 5.37 -1.30 0.04
H 3.69 2.60 0.74
H 1.58 1.55 1.58
H -1.70 1.13 2.11
H -3.75 1.80 0.85
C 1.04 -4.74 1.65
Si 1.45 -5.50 3.30
C 1.56 -7.36 3.29
C 2.98 -4.77 4.10
O 0.16 -4.98 4.21
C -0.54 -5.17 5.42
C -1.79 -6.04 5.16
C -2.29 -6.15 3.86
C -3.34 -7.04 3.61
C -3.99 -7.67 4.68
C -3.56 -7.45 5.99
C -2.44 -6.65 6.23
C 0.44 -5.82 6.43
C 0.53 -7.21 6.51
C 1.54 -7.81 7.27
C 2.44 -7.02 7.99
C 2.34 -5.62 7.92
C 1.37 -5.03 7.10
C -1.03 -3.78 5.92
C -2.52 -3.42 6.00
C -2.49 -1.88 6.08
C -1.06 -1.46 5.71
N -0.47 -2.69 5.19
H 1.88 -4.78 0.95
H 0.19 -5.27 1.20
H 0.75 -3.69 1.78
H 2.21 -7.69 2.47
H 1.98 -7.74 4.23
H 0.57 -7.81 3.15
H 3.81 -4.78 3.38
H 2.81 -3.74 4.42
H 3.28 -5.36 4.98
H -1.83 -5.59 3.04
H -3.64 -7.23 2.58
H -4.84 -8.33 4.49
H -4.08 -7.91 6.84
H -2.06 -6.52 7.25
H -0.19 -7.84 5.97
H 1.62 -8.90 7.28
H 3.21 -7.48 8.61
H 3.02 -4.98 8.47
H 1.36 -3.94 6.99
H -0.69 -3.70 6.96
H -3.05 -3.75 5.10
H -3.01 -3.89 6.87
H -3.22 -1.43 5.40
H -2.70 -1.53 7.09
H -1.02 -0.66 4.96
H -0.53 -1.09 6.61
H 0.54 -2.69 5.11
*
```

Molecular formula: C3H5F3S
Method: DFT, ωB97M-V/def2-TZVPD

Structure (ORCA input):
```
! wB97M-V def2-TZVPD RIJCOSX def2/J DEFGRID3
* xyz 0 1
C -1.48 -0.10 0.54
C -0.35 -0.51 -0.45
C 0.97 0.10 -0.12
F -0.22 -1.81 -0.43
F 2.05 -0.63 -0.50
F 1.14 -0.35 1.62
S 1.24 1.78 -0.36
H -2.39 -0.64 0.05
H -1.56 0.98 0.31
H -1.13 -0.25 1.56
H -0.72 -0.27 -1.48
H 2.46 1.68 -0.73
*
```

Molecular formula: C2H7N3
Method: DFT, ωB97M-V/def2-TZVPD

Structure (ORCA input):
```
! wB97M-V def2-TZVPD RIJCOSX def2/J DEFGRID3
* xyz 0 1
H 2.81 1.27 -0.18
N 2.44 0.64 -0.88
C 1.49 -0.08 -0.47
N 1.21 -0.37 0.85
H 0.76 -0.52 -1.16
H 2.02 -0.26 1.45
H 0.56 -1.09 1.12
C -2.39 0.47 -0.12
N -2.61 -0.76 0.01
H -3.16 1.23 -0.19
H -1.36 0.81 -0.35
H -1.77 -1.34 -0.10
*
```

SMILES   [H]/N=C\N.C=N

| no. | molecular weight (g mol⁻¹) | E_tot (Ha) |
| --- | --- | --- |
| 1 | 587.687 | -2696.1421 |
| 2 | 130.134 | -815.0181 |
| 3 | 73.099 | -244.6181 |